# 1
C24H30Cl3N4O6PPdS as an isolated structure at a distorted geometry, computed with the ωB97M-V functional and the def2-TZVPD basis.

ORCA input file:
```
! wB97M-V def2-TZVPD RIJCOSX def2/J DEFGRID3
* xyz 2 1
Pd -0.4537 0.3204 0.3262
Cl 4.5006 1.3267 0.9162
C 3.4549 0.0639 1.6116
Cl 3.9825 -1.5049 1.0440
Cl 3.5141 0.1511 3.3736
C 1.9841 0.3250 1.2317
O 1.2072 -0.6535 1.1703
O 1.5736 1.4946 1.0421
N -2.8235 -5.4452 -2.8398
C -1.7845 -4.5985 -2.9418
O -0.9240 -4.6389 -3.7961
C -1.6930 -3.4911 -1.9203
C -0.8171 -3.5960 -0.8482
C -0.5878 -2.4893 -0.0562
N -1.1935 -1.3236 -0.3183
C -2.0712 -1.2176 -1.3219
C -2.3573 -2.2897 -2.1374
H -2.8934 -6.2078 -3.4956
H -3.5104 -5.3678 -2.1107
H -0.2936 -4.5195 -0.6424
H 0.1042 -2.5106 0.7706
H -2.5468 -0.2520 -1.4404
H -3.0674 -2.1785 -2.9460
O -2.3719 1.0580 0.4175
S -2.7369 2.4136 1.0953
C -3.0878 1.9676 2.8173
C -1.8934 1.6558 3.6671
C -1.1689 0.4838 3.4588
C -0.0361 0.2142 4.2115
C 0.3689 1.1042 5.1984
C -0.3684 2.2558 5.4345
C -1.4921 2.5340 4.6669
C -1.1804 3.3072 1.1763
C -1.3857 4.7945 1.3074
C -1.8865 5.5286 0.2341
C -1.9996 6.9066 0.3261
C -1.6108 7.5597 1.4904
C -1.1192 6.8318 2.5631
C -1.0040 5.4507 2.4711
H -3.7477 1.1056 2.6993
H -3.6797 2.8007 3.2015
H -1.5250 -0.2431 2.7393
H 0.5213 -0.6982 4.0406
H 1.2390 0.8850 5.8031
H -0.0744 2.9361 6.2226
H -2.0631 3.4370 4.8511
H -0.7436 3.0647 0.2023
H -0.5680 2.8946 1.9773
H -2.2001 5.0165 -0.6701
H -2.3894 7.4735 -0.5090
H -1.6947 8.6360 1.5600
H -0.8210 7.3378 3.4717
H -0.6089 4.8819 3.3045
N 2.4502 3.3135 -0.7173
C 2.6051 2.4728 -1.9432
P 1.0464 1.5328 -2.2026
O -0.0280 2.3904 -1.6259
O 1.1698 0.0880 -1.7891
C 0.8914 1.3562 -4.0506
N 0.8798 -0.1221 -4.3432
H 3.3046 3.8211 -0.4917
H 2.2191 2.6887 0.0948
H 1.6744 3.9687 -0.8334
H 3.4604 1.8133 -1.8083
H 2.7867 3.1267 -2.7958
H 1.7029 1.8245 -4.6024
H -0.0467 1.8029 -4.3716
H 1.6522 -0.4147 -4.9396
H 0.0140 -0.4323 -4.7798
H 0.9822 -0.5715 -3.3961
*
```

Output
**F_max**: 1.75 eV/A
**HOMO**: -13.655 eV
**Energy above the lowest of the compared OMol25 structures with the same formula, charge and spin**: 13.09 kcal/mol
**Electronic energy**: -3850.5942 a.u.

=====

# 2
A 2-piece molecular cluster, C3H4BrCl overall at a distorted geometry, computed with the ωB97M-V functional and the def2-TZVPD basis.

ORCA input file:
```
! wB97M-V def2-TZVPD RIJCOSX def2/J DEFGRID3
* xyz 0 1
Cl -0.7343 -2.1316 -0.3760
C 0.1341 -0.9267 0.3778
C 1.2488 -0.3987 0.7052
C 0.1529 0.0335 1.6077
H 2.3143 -0.3083 0.5569
H 0.1102 -0.3783 2.6531
H -0.3533 1.0357 1.6695
Br -1.7497 1.2033 -4.0741
H -1.1229 1.8712 -3.1200
*
```

Output
**F_max**: 3.21 eV/A
**HOMO**: -9.459 eV
**Energy above the lowest of the compared OMol25 structures with the same formula, charge and spin**: 60.25 kcal/mol
**Electronic energy**: -3150.7980 a.u.
**SMILES**: ClC1=CC1.Br

=====

# 3
An isolated molecule of C4H6N2O, computed with the ωB97M-V functional and the def2-TZVPD basis.

ORCA input file:
```
! wB97M-V def2-TZVPD RIJCOSX def2/J DEFGRID3
* xyz 0 1
C -0.7433 -1.9762 0.3956
C -0.4247 -0.5730 -0.0086
N -1.2557 0.3104 -0.4837
C -0.5534 1.5042 -0.5481
C 0.7107 1.3121 -0.0825
O 1.7830 2.1104 0.1298
N 0.8048 -0.0118 0.2663
H -1.3808 -2.4553 -0.3501
H -1.2782 -1.9724 1.3536
H 0.1656 -2.5732 0.5275
H -0.9945 2.4172 -0.9269
H 1.5161 3.0195 -0.0559
H 1.6708 -0.5258 0.2545
*
```

Output
**F_max**: 0.38 eV/A
**HOMO**: -8.048 eV
**Energy above the lowest of the compared OMol25 structures with the same formula, charge and spin**: 15.24 kcal/mol
**Electronic energy**: -340.7706 a.u.
**SMILES**: Cc1ncc(O)[nH]1

=====

What is the formula in the second record?
C3H4BrCl